Record 1
ORCA calculation (ωB97M-V with the def2-TZVPD basis set) on 6 unconnected molecules or ions with the total composition C26H52FN7O8 at a distorted geometry.

Strongest force on any atom, eV/Å: 6.3
SMILES: C[C@H](O)CO[C@@](F)(C#N)[C@@](C)(C#N)C[C@H](C)O.CN(C)C=O.CN(C)C=O.CN(C)C=O.CN(C)C=O.CN(C)C=O
E, hartree: -2106.8141
Total charge: 0

Geometry as XYZ:
```
94
Properties=species:S:1:pos:R:3:forces:R:3:mulliken_charge:R:1
C 0.42063 -1.60616 -0.21901 0.22 0.39 0.04 -0.73
C 0.81290 -0.65954 -1.45238 -0.70 0.09 0.48 0.45
O 2.25822 -0.81038 -1.65028 -1.01 1.53 0.18 -0.39
C 0.41841 0.90554 -1.22562 2.12 -0.09 -1.31 -1.02
O -1.01411 1.14971 -1.27265 0.15 0.06 3.05 -0.19
C -1.52073 1.59515 0.00080 -0.34 0.18 -0.57 1.08
F -1.01993 0.78923 1.10946 -0.59 1.95 -2.19 -0.29
C -1.08929 3.13384 0.16357 1.13 2.96 1.62 -0.06
N -0.76521 4.27433 0.38012 -1.67 -5.77 -1.26 -0.55
C -3.14446 1.40979 0.06210 0.36 1.10 -0.49 1.43
C -3.67349 2.08826 1.42926 0.02 0.37 0.33 -1.30
C -3.73221 2.27744 -1.14176 -1.21 0.61 -3.28 -0.47
N -4.17407 2.81205 -2.12934 2.25 -2.50 5.34 -0.62
C -3.41089 -0.17017 -0.04240 -0.50 -0.47 0.84 -0.34
C -4.89943 -0.58335 -0.48210 0.31 -1.96 -0.73 0.13
C -5.13954 -0.57776 -2.09029 -0.16 1.20 0.28 -1.02
O -5.95800 0.14401 0.21913 0.79 -0.89 0.04 -0.60
H 0.84735 -2.67188 -0.38479 -0.68 1.91 0.28 0.32
H 0.87991 -1.12631 0.72944 -0.62 -1.00 -1.51 0.13
H -0.71210 -1.67451 -0.04564 1.67 0.11 -0.42 0.09
H 0.28723 -0.96414 -2.42859 0.70 0.28 1.46 0.15
H 2.68463 0.08255 -1.66480 -0.58 -1.08 0.00 0.21
H 0.95147 1.36841 -0.31424 -1.10 -0.89 -1.11 0.42
H 0.86659 1.45412 -2.14786 -0.84 -0.81 1.44 0.38
H -4.78539 1.91026 1.63487 1.65 0.00 -0.70 0.31
H -3.52944 3.23500 1.39545 -0.07 -1.88 -0.04 0.45
H -3.08411 1.67716 2.32212 -0.74 0.50 -1.38 0.25
H -3.25338 -0.59567 1.02585 -0.23 0.87 -1.76 0.30
H -2.63844 -0.73599 -0.69546 -1.40 1.30 0.79 0.04
H -5.03027 -1.69383 -0.16571 0.54 1.80 -0.47 0.45
H -6.17212 -0.07884 -2.24120 1.66 -0.98 0.02 0.27
H -5.10861 -1.61873 -2.55981 -0.14 1.41 0.90 0.32
H -4.35984 0.07175 -2.64435 -1.24 -1.02 0.98 0.03
H -6.26621 -0.46316 0.92895 0.30 0.80 -0.93 0.27
C -3.77658 2.93005 -5.16157 0.03 0.02 -0.34 -0.58
N -3.81389 2.46683 -6.53441 -0.25 -0.78 -0.01 0.16
C -3.41331 3.37317 -7.59224 -0.08 -0.27 -0.19 -0.99
C -4.21434 1.20426 -6.86292 0.17 0.48 -0.02 0.14
O -4.26858 0.75399 -7.99293 0.07 0.26 0.15 -0.60
H -4.43811 3.79403 -5.05996 0.08 -0.04 0.25 0.36
H -2.75287 3.22139 -4.91250 -0.10 0.04 0.21 0.36
H -4.10255 2.14802 -4.47554 0.03 0.11 -0.18 -0.06
H -4.24831 3.50706 -8.28474 0.16 0.08 -0.07 0.30
H -2.57249 2.93753 -8.13806 -0.07 0.16 -0.09 0.30
H -3.12103 4.33948 -7.17872 -0.06 -0.16 0.06 0.38
H -4.49677 0.59922 -5.98586 0.02 0.08 0.10 0.23
C 4.24378 -4.85767 0.54434 0.06 0.21 -0.14 -0.94
N 4.44518 -3.42823 0.43583 -0.10 0.53 0.65 0.19
C 4.84226 -2.86989 -0.84140 -0.02 0.29 0.08 -0.51
C 4.27283 -2.58853 1.49940 -0.11 -0.65 -0.21 0.27
O 4.42655 -1.37715 1.47402 0.11 -0.05 -0.32 -0.71
H 5.17601 -5.36902 0.28975 -0.12 -0.17 0.02 0.33
H 3.45828 -5.16055 -0.15317 0.05 -0.19 0.06 0.32
H 3.94886 -5.13507 1.55789 0.04 0.13 -0.08 0.31
H 5.79862 -2.35285 -0.72279 -0.01 -0.02 -0.16 0.27
H 4.08932 -2.14591 -1.16308 0.12 -0.09 -0.11 -0.09
H 4.94034 -3.65583 -1.59177 -0.02 0.05 0.15 0.38
H 3.97192 -3.11240 2.41971 0.06 0.08 -0.22 0.30
C 4.19308 -0.79018 7.24101 0.05 0.06 -0.25 -0.92
N 4.15110 -1.26908 5.87507 -0.31 -0.89 0.06 0.13
C 4.54558 -0.37323 4.80346 -0.06 -0.18 -0.24 -0.86
C 3.75270 -2.53489 5.56318 0.18 0.58 0.15 0.05
O 3.69554 -2.99636 4.43761 0.02 0.16 0.36 -0.60
H 3.52994 0.07364 7.33585 0.08 -0.01 0.19 0.33
H 5.21694 -0.49352 7.48283 -0.10 0.05 0.18 0.33
H 3.87143 -1.56618 7.93787 0.02 0.03 -0.13 0.29
H 3.70795 -0.24950 4.11292 0.22 0.04 -0.11 0.28
H 5.38463 -0.81309 4.25919 -0.12 0.17 -0.13 0.27
H 4.83741 0.59864 5.20443 -0.06 -0.16 0.08 0.36
H 3.47514 -3.13133 6.44744 0.02 0.06 0.07 0.25
C -5.72182 0.02996 4.92361 0.21 -0.07 0.08 -0.99
N -4.73625 -0.84440 4.32089 -0.40 -0.21 -0.88 0.13
C -3.51839 -1.13903 5.05133 0.14 -0.20 -0.23 -0.94
C -4.91691 -1.39898 3.08899 0.33 0.07 0.66 0.19
O -4.12988 -2.13984 2.52763 -0.12 0.19 0.22 -0.63
H -5.26394 1.00385 5.11496 -0.19 0.03 0.07 0.35
H -6.05684 -0.40838 5.86705 -0.11 0.17 -0.01 0.38
H -6.58221 0.16251 4.26527 0.12 -0.06 0.02 0.32
H -2.65848 -0.81380 4.46019 0.05 -0.09 0.15 0.26
H -3.44713 -2.21815 5.20827 0.15 0.10 0.05 0.30
H -3.51602 -0.62732 6.01468 -0.11 -0.02 -0.16 0.40
H -5.87261 -1.11064 2.62328 -0.11 0.04 0.23 0.29
C 5.96983 1.95092 -1.49301 0.04 0.05 -0.23 -0.93
N 5.93146 1.48403 -2.86407 -0.28 -0.70 0.05 0.10
C 6.32675 2.38907 -3.92550 -0.06 -0.24 -0.19 -0.99
C 5.53455 0.21808 -3.18792 0.12 0.31 -0.03 0.52
O 5.47921 -0.23629 -4.31532 0.09 0.32 0.19 -0.62
H 5.30529 2.81321 -1.39174 0.08 0.01 0.20 0.34
H 6.99276 2.24671 -1.24613 -0.10 0.05 0.19 0.37
H 5.64757 1.16793 -0.80359 0.03 0.01 -0.11 0.30
H 5.48994 2.51797 -4.61665 0.16 0.08 -0.07 0.31
H 7.16794 1.95488 -4.47169 -0.07 0.16 -0.08 0.29
H 6.61643 3.35764 -3.51540 -0.06 -0.16 0.05 0.39
H 5.25616 -0.38500 -2.30816 0.02 0.08 0.10 -0.08
```
Positions in Å, forces in eV/Å.


Record 2
ORCA calculation (ωB97M-V with the def2-TZVPD basis set) on 5 unconnected molecules or ions with the total composition C26H52FO7PS at a distorted geometry.

Energy relative to the best compared isomer or geometry (same formula, charge and spin), kJ/mol: 0.0
Strongest force on any atom, eV/Å: 1.7
SMILES: CC[C@@H](F)C1=C([PH2]=S)C(=O)C(C)=C(O)C1=O.CCOCC.CCOCC.CCOCC.CCOCC
E, hartree: -2387.8427
Total charge: 0

Geometry as XYZ:
```
88
Properties=species:S:1:pos:R:3:forces:R:3:mulliken_charge:R:1
C 3.48827 -1.29675 0.70157 -0.81 -0.36 -0.09 -1.49
C 2.31287 -0.81160 -0.14693 0.21 0.05 0.46 -0.13
C 1.35371 -1.90270 -0.62310 -0.22 0.52 -0.28 0.03
F 1.98748 -3.09354 -0.91209 0.29 -0.35 -0.07 -0.40
C 0.23614 -2.08766 0.35136 -0.09 -0.14 0.29 -0.53
C 0.16891 -2.90111 1.41221 0.38 -0.14 -0.64 0.75
P 1.44945 -4.09242 1.90098 0.25 -0.67 1.55 0.43
S 1.92311 -4.01774 3.80010 -0.07 0.28 -0.27 -0.45
C -1.05380 -2.87772 2.27204 -0.36 -0.53 0.15 0.18
O -1.44636 -3.86526 2.86242 0.42 0.49 -0.27 -0.59
C -1.81899 -1.60680 2.31618 0.04 0.75 -0.09 0.57
C -2.69229 -1.32049 3.49255 -0.26 -0.46 -0.44 -1.37
C -1.75003 -0.78738 1.25473 0.17 -0.48 0.21 0.13
O -2.41303 0.39892 1.18424 -0.08 -0.15 0.28 -0.59
C -0.93297 -1.18402 0.08199 -0.38 0.49 -1.08 0.54
O -1.20534 -0.80260 -1.05309 0.35 -0.31 1.30 -0.63
H 4.22131 -0.51148 0.80241 0.29 0.11 0.00 0.44
H 3.13390 -1.56594 1.69208 0.07 -0.03 0.31 0.28
H 3.91534 -2.19321 0.26878 0.41 0.01 -0.14 0.28
H 2.64564 -0.21294 -0.98238 0.13 -0.05 -0.36 0.36
H 1.72618 -0.13104 0.46409 -0.15 0.29 -0.01 0.33
H 0.90388 -1.55165 -1.54385 -0.14 -0.08 -0.25 0.43
H 0.94345 -5.35980 1.57244 -0.10 0.17 -0.45 0.02
H 2.57530 -3.92804 1.09791 -0.31 0.10 -0.36 0.05
H -3.67719 -1.04386 3.13402 -0.23 0.21 0.04 0.28
H -2.79799 -2.22153 4.08068 0.07 -0.09 0.28 0.40
H -2.30556 -0.50536 4.08722 0.15 0.17 0.19 0.31
H -3.16397 0.31460 0.58957 -0.12 0.16 -0.36 0.30
C -6.21924 3.71224 0.52353 -0.05 -0.10 0.10 -1.00
C -6.61154 2.75616 -0.59041 0.02 0.15 -0.03 -0.33
O -6.34098 1.39691 -0.30022 0.15 -0.13 -0.04 -0.41
C -7.02143 0.85868 0.81930 -0.07 -0.05 0.09 -0.23
C -8.53444 0.87638 0.68678 -0.01 0.14 -0.06 -1.19
H -5.18050 3.55246 0.81596 0.02 0.02 -0.04 0.24
H -6.33439 4.74340 0.18957 0.01 0.01 -0.02 0.39
H -6.83982 3.58081 1.41127 -0.02 0.04 -0.02 0.27
H -6.02729 2.97950 -1.48302 0.01 -0.06 -0.02 0.34
H -7.66495 2.88833 -0.86039 -0.01 0.01 0.04 0.30
H -6.70717 1.36635 1.73845 -0.04 0.02 0.01 0.32
H -6.67858 -0.17371 0.89685 0.05 0.00 -0.06 0.32
H -8.93232 1.89221 0.69672 -0.01 -0.01 0.05 0.27
H -8.98972 0.33475 1.51585 0.01 -0.02 0.01 0.40
H -8.84021 0.40747 -0.24899 0.01 -0.05 0.01 0.31
C -2.25516 -7.43182 -1.45936 0.03 -0.13 0.05 -1.12
C -0.81542 -6.96193 -1.58216 -0.09 0.06 -0.07 -0.23
O 0.00987 -7.35815 -0.50324 0.10 0.15 0.12 -0.30
C 0.16008 -8.75317 -0.31673 0.04 -0.13 0.02 -0.37
C 0.79578 -9.46602 -1.49837 -0.08 0.08 -0.11 -1.07
H -2.66980 -7.14074 -0.49351 0.00 0.05 -0.01 0.29
H -2.86197 -6.98951 -2.24973 0.00 0.02 -0.01 0.40
H -2.33877 -8.51633 -1.54545 -0.01 0.01 -0.04 0.28
H -0.78815 -5.87172 -1.57765 0.05 0.01 0.04 0.24
H -0.38302 -7.28475 -2.53588 -0.02 -0.03 0.00 0.31
H -0.80123 -9.21209 -0.06016 -0.01 -0.01 -0.04 0.31
H 0.80181 -8.85726 0.55810 0.00 0.06 0.02 0.32
H 0.14502 -9.46396 -2.37432 -0.01 -0.04 0.02 0.26
H 1.00210 -10.50520 -1.24206 0.01 -0.01 0.02 0.39
H 1.73181 -8.98092 -1.77752 0.03 -0.02 0.04 0.30
C 2.03621 4.43996 -1.28134 -0.12 0.04 0.00 -1.05
C 2.15019 3.06658 -1.91900 0.10 0.07 -0.01 -0.40
O 1.24240 2.11390 -1.39571 0.03 -0.14 0.07 -0.23
C -0.13376 2.41612 -1.55940 -0.14 0.01 0.00 0.21
C -0.56938 2.52240 -3.01018 0.14 0.08 -0.05 -1.30
H 2.09916 4.36229 -0.19465 0.05 -0.01 0.01 0.29
H 2.84208 5.08484 -1.63346 0.04 -0.02 0.02 0.36
H 1.08934 4.92472 -1.52496 0.02 0.02 -0.03 0.33
H 3.14218 2.65819 -1.72121 -0.02 -0.05 0.01 0.29
H 2.04895 3.13664 -3.00770 -0.02 0.03 0.00 0.32
H -0.39317 3.32735 -1.00864 0.02 0.04 -0.04 0.29
H -0.66900 1.59683 -1.08254 0.05 -0.02 0.02 -0.14
H -0.12667 3.38710 -3.50804 -0.04 0.02 0.01 0.36
H -1.65302 2.62506 -3.06813 -0.02 -0.02 0.02 0.40
H -0.27275 1.63016 -3.56293 -0.04 -0.04 0.02 0.30
C 4.78355 6.38492 1.63249 0.09 0.11 -0.05 -1.11
C 5.58128 5.34277 0.86638 -0.10 -0.04 0.11 -0.31
O 5.91117 5.73174 -0.45377 -0.06 -0.09 -0.10 -0.40
C 6.72268 6.88529 -0.57042 0.09 0.09 -0.03 -0.33
C 8.08490 6.74894 0.08862 -0.05 -0.07 0.12 -1.03
H 3.90766 6.69116 1.05890 -0.03 -0.04 0.01 0.28
H 4.45291 5.97645 2.58762 -0.01 -0.02 0.00 0.39
H 5.37426 7.27822 1.84125 0.00 -0.02 0.04 0.33
H 4.98044 4.43906 0.75904 0.02 -0.02 -0.08 0.30
H 6.48184 5.05903 1.42232 0.01 0.04 0.02 0.33
H 6.19554 7.76643 -0.18732 0.02 0.00 0.04 0.30
H 6.85118 7.03687 -1.64211 -0.04 -0.04 -0.02 0.32
H 8.00775 6.68487 1.17514 0.01 0.05 0.00 0.26
H 8.70426 7.61406 -0.14838 0.00 0.01 -0.02 0.39
H 8.59001 5.84876 -0.26324 0.01 0.01 -0.04 0.29
```
Positions in Å, forces in eV/Å.